This record from the Open Molecules 2025 dataset describes a structure of composition C30H34As2O8P2RuS. The level of theory is ωB97M-V with the def2-TZVPD basis set.

Summary:
ΔE to the lowest compared entry with this formula, charge and spin = 72.5 kJ/mol
calculated total energy = -7412.46466 hartree
multiplicity = 5
LUMO level (spin up / spin down) = -6.454 / -8.022 eV
total charge = +2
HOMO-LUMO gap (spin up / spin down) = 7.633 / 6.211 eV

Each line ends with the Mulliken spin population.
Atoms and positions in Å:
Ru 0.711 -0.738 0.608  2.59
O 2.671 0.599 3.876  0.00
P 2.214 0.379 2.410  -0.02
O 2.454 -1.046 1.931  0.20
O 0.706 0.621 2.170  0.05
O 3.012 1.429 1.538  0.01
P 2.535 1.863 0.015  0.01
O 1.493 3.030 0.301  -0.01
O 3.683 2.233 -0.796  0.00
O 1.646 0.681 -0.468  0.08
H 3.101 1.438 4.090  0.00
H 1.913 3.901 0.283  0.00
C -2.459 -0.127 0.284  0.13
C -2.586 -0.914 1.591  -0.03
As -0.944 -1.826 2.138  -0.05
C -0.625 -1.470 3.991  0.00
C -1.134 -0.343 4.626  0.00
C -0.839 -0.125 5.964  0.00
C -0.027 -1.015 6.653  0.00
C 0.495 -2.129 6.009  0.00
C 0.197 -2.360 4.675  0.00
C -1.216 -3.720 1.988  0.01
C -2.482 -4.276 2.090  0.00
C -2.628 -5.655 2.055  0.00
C -1.512 -6.474 1.926  0.00
C -0.243 -5.915 1.838  0.00
C -0.094 -4.537 1.871  0.00
As -2.014 -1.077 -1.362  0.60
C -0.123 -1.493 -1.526  0.08
C 0.627 -0.843 -2.522  0.08
C 1.948 -1.189 -2.741  -0.02
C 2.553 -2.163 -1.958  0.05
C 1.810 -2.862 -1.007  -0.05
C 0.452 -2.582 -0.827  0.01
C -2.951 -2.745 -1.305  0.05
C -2.397 -3.907 -1.843  0.04
C -3.127 -5.081 -1.814  -0.02
C -4.419 -5.085 -1.294  0.07
C -4.989 -3.912 -0.806  -0.02
C -4.261 -2.736 -0.820  0.04
H -1.742 0.690 0.345  -0.01
H -3.410 0.351 0.047  0.01
H -3.391 -1.639 1.559  0.00
H -2.822 -0.206 2.382  -0.01
H -1.746 0.379 4.102  0.00
H -1.243 0.745 6.466  0.00
H 0.200 -0.839 7.697  0.00
H 1.132 -2.822 6.545  0.00
H 0.600 -3.235 4.184  0.00
H -3.360 -3.656 2.213  0.00
H -3.616 -6.090 2.144  0.00
H -1.631 -7.550 1.908  0.00
H 0.630 -6.551 1.758  0.00
H 0.901 -4.106 1.827  0.01
H 0.171 -0.039 -3.075  0.04
H 2.522 -0.667 -3.496  0.00
H 3.602 -2.395 -2.093  0.00
H 2.270 -3.655 -0.430  0.01
H -0.158 -3.241 -0.236  0.04
H -1.408 -3.901 -2.286  0.01
H -2.698 -5.989 -2.216  0.00
H -4.994 -6.002 -1.293  0.00
H -6.005 -3.913 -0.431  0.00
H -4.721 -1.819 -0.470  0.00
O -1.568 1.169 -1.987  0.02
S -1.709 2.486 -2.758  0.02
C 0.000 2.994 -3.142  0.00
C 0.152 3.045 -4.661  0.00
C -0.736 1.937 -5.220  0.00
C -2.068 2.086 -4.493  0.00
H 0.608 2.214 -2.678  0.00
H 0.202 3.938 -2.638  0.00
H 1.198 2.930 -4.942  0.00
H -0.181 4.012 -5.042  0.00
H -0.299 0.953 -5.029  0.00
H -0.872 2.023 -6.297  0.00
H -2.719 1.214 -4.493  0.01
H -2.636 2.939 -4.873  0.00

=====

This record from the Open Molecules 2025 dataset describes a structure of composition C30H34AsN6OPdS2. The level of theory is ωB97M-V with the def2-TZVPD basis set.

Summary:
ΔE to the lowest compared entry with this formula, charge and spin = 19.9 kJ/mol
calculated total energy = -4727.23306 hartree
LUMO level = -3.648 eV
total charge = +1
HOMO-LUMO gap = 6.615 eV

Each line ends with the Löwdin charge.
Atoms and positions in Å:
Pd -0.134 0.056 -0.082  0.62
C 4.368 2.625 -1.357  -0.40
S 3.435 3.142 0.102  0.87
C 1.979 2.201 -0.058  -1.08
S 2.041 0.586 -0.687  0.62
N 0.905 2.792 0.390  -0.05
N -0.192 1.971 0.342  -0.20
C -1.317 2.473 0.565  -0.06
C -2.514 1.661 0.297  -0.26
C -3.782 2.164 0.465  0.01
C -4.868 1.408 0.042  -0.03
C -4.639 0.187 -0.553  -0.03
C -3.330 -0.255 -0.670  -0.10
N -2.296 0.451 -0.225  0.01
H 5.378 2.997 -1.202  0.04
H 3.940 3.076 -2.245  0.04
H 4.390 1.544 -1.442  0.00
H -1.373 3.516 0.858  0.15
H -3.911 3.149 0.900  0.13
H -5.876 1.786 0.151  0.12
H -5.455 -0.417 -0.928  0.12
H -3.097 -1.196 -1.148  0.11
C 0.224 0.806 3.953  -0.29
As -0.168 -0.543 2.609  1.12
C -1.331 -1.690 3.670  -0.29
C 1.541 -1.536 2.655  -0.32
C 1.677 -2.474 3.821  -0.32
C 1.183 -3.777 3.737  -0.07
C 1.295 -4.654 4.807  -0.07
C 1.899 -4.236 5.987  -0.08
C 2.392 -2.942 6.084  -0.07
C 2.283 -2.068 5.008  -0.06
H 0.667 0.333 4.828  0.02
H -0.691 1.317 4.246  0.03
H 0.920 1.535 3.538  0.02
H -0.881 -1.869 4.646  0.04
H -1.496 -2.647 3.180  0.01
H -2.284 -1.178 3.796  0.03
H 2.311 -0.766 2.665  0.08
H 1.622 -2.071 1.713  0.05
H 0.712 -4.106 2.814  0.10
H 0.913 -5.665 4.720  0.11
H 1.988 -4.918 6.825  0.11
H 2.869 -2.611 7.000  0.11
H 2.690 -1.064 5.085  0.11
C -1.231 -5.304 -6.163  -0.04
C -1.456 -5.723 -4.729  -0.27
C -0.968 -6.933 -4.241  -0.03
C -1.159 -7.310 -2.918  -0.02
C -1.857 -6.482 -2.049  -0.27
N -2.029 -6.918 -0.705  0.15
C -2.332 -6.220 0.430  -0.52
O -2.802 -6.739 1.420  0.09
N -2.080 -4.841 0.421  0.14
C -1.025 -4.132 -0.149  -0.23
C 0.039 -4.708 -0.843  0.02
C 1.002 -3.886 -1.393  -0.01
C 0.921 -2.517 -1.229  -0.14
N -0.073 -1.970 -0.521  -0.10
C -1.016 -2.757 0.003  -0.11
C -2.383 -5.287 -2.527  -0.04
C -2.171 -4.916 -3.849  -0.03
H -0.859 -6.133 -6.763  0.08
H -0.500 -4.495 -6.223  0.08
H -2.155 -4.943 -6.616  0.08
H -0.428 -7.599 -4.908  0.12
H -0.769 -8.259 -2.560  0.12
H -2.112 -7.911 -0.563  0.16
H -2.576 -4.396 1.175  0.15
H 0.119 -5.785 -0.931  0.12
H 1.833 -4.307 -1.943  0.12
H 1.658 -1.853 -1.648  0.06
H -1.781 -2.268 0.589  0.09
H -2.989 -4.662 -1.879  0.11
H -2.595 -3.981 -4.207  0.12

=====

This record from the Open Molecules 2025 dataset describes a structure of composition C30H34Br3F2I2N3O7. The level of theory is ωB97M-V with the def2-TZVPD basis set.

Summary:
calculated total energy = -10370.46235 hartree
LUMO level = -1.208 eV
HOMO-LUMO gap = 7.522 eV

Each line ends with the Löwdin charge.
Atoms and positions in Å:
C 1.302 2.374 1.319  -0.09
C 0.221 1.833 2.078  -0.19
C -0.963 1.234 3.099  -0.08
C -0.950 -0.390 3.242  -0.36
C 0.619 -0.752 3.727  -0.01
C 0.788 -2.329 4.186  -0.18
O 0.601 -2.802 5.428  -0.03
C 1.283 -3.468 3.065  -0.08
C 2.470 -3.136 1.970  -0.08
C 3.020 -4.170 0.818  -0.07
C 2.347 -5.684 0.723  -0.06
C 1.186 -6.067 1.846  -0.09
C 0.644 -5.004 3.004  -0.04
O -1.097 -1.186 2.046  -0.15
C -1.791 -0.679 0.913  -0.41
O -3.249 -1.013 0.813  -0.17
C -4.085 0.187 0.884  -0.15
C -4.152 1.097 -0.475  -0.31
C -5.687 1.015 -1.080  -0.07
O -3.974 2.525 -0.049  -0.14
C -1.143 -1.525 -0.389  -1.02
I 0.956 -0.873 -0.506  0.92
I -1.345 -3.666 0.209  0.92
N -1.885 -1.281 -1.681  -0.14
C -1.371 -2.135 -2.820  -0.28
C -0.970 -1.259 -4.181  -0.16
C 0.647 -1.369 -4.435  -0.25
N 1.286 -0.142 -5.046  -0.12
C 1.088 1.103 -4.210  -0.21
C 2.392 2.107 -4.160  -0.05
C 2.979 2.472 -2.646  -0.03
C 4.239 3.487 -2.359  -0.08
C 4.971 4.194 -3.652  -0.07
C 4.424 3.803 -5.180  -0.01
C 3.150 2.772 -5.453  -0.14
O 2.695 2.448 -6.844  -0.10
N -1.837 -0.979 4.296  0.11
C -1.641 -0.511 5.694  -0.17
O -2.457 -1.094 6.621  0.04
F -0.746 0.520 6.249  0.03
C -3.312 -0.865 4.015  -0.13
O -3.955 0.270 4.301  0.07
F -4.132 -2.016 3.483  0.03
H 1.934 2.657 0.350  0.07
H -1.981 1.621 2.611  0.12
H -0.837 1.844 4.086  0.12
H 1.043 0.025 4.491  0.13
H 1.294 -0.644 2.748  0.10
H 2.967 -2.064 2.013  0.08
H 3.866 -3.875 0.038  0.09
H 2.698 -6.445 -0.120  0.09
H 0.733 -7.165 1.756  0.09
H -0.195 -5.374 3.763  0.11
H -1.669 0.431 0.591  0.15
H -3.860 0.911 1.776  0.11
H -5.201 -0.201 1.069  0.15
H -3.310 0.897 -1.259  0.13
H -5.762 1.351 -2.213  0.09
H -6.366 1.796 -0.485  0.10
H -6.209 -0.039 -0.883  0.10
H -3.002 2.623 0.253  0.11
H -1.619 -0.289 -1.958  0.09
H -2.265 -2.870 -3.108  0.13
H -0.386 -2.748 -2.557  0.08
H -1.491 -1.815 -5.097  0.12
H -1.401 -0.171 -4.176  0.11
H 1.269 -1.664 -3.472  0.08
H 0.811 -2.258 -5.207  0.13
H 1.035 -0.005 -6.050  0.11
H 0.789 0.832 -3.102  0.07
H 0.188 1.704 -4.705  0.13
H 2.457 1.971 -1.712  0.03
H 4.530 3.677 -1.227  0.08
H 5.868 4.953 -3.467  0.09
H 4.983 4.334 -6.090  0.10
H 3.396 1.821 -7.234  0.13
C 2.596 5.053 4.058  -1.57
Br 1.662 6.330 2.927  0.56
Br 2.005 3.229 3.731  0.70
Br 4.527 5.226 3.904  0.56
H 2.335 5.292 5.094  -0.03

=====

- Look up the calculated total energy of the first one.
  -7412.46466 hartree